No. 1
The following is a DFT calculation (ωB97M-V/def2-TZVPD) of a single C5H6O molecule at a distorted geometry.

Computed properties:
LUMO in eV: 0.97
Energy above the lowest of the compared OMol25 structures with the same formula, charge and spin in eV: 2.534
SMILES: O=C1C[C@H]2C[C@@H]12
Multiplicity: 1
Calculated total energy in eV: -7326.7502
Kohn-Sham gap in Ha: 0.3829

Last column: natural (NBO) charge in e.
Geometry (Å):
O -1.130 -2.027 -1.240  -0.520
C -0.464 -1.130 -0.787  0.631
C 1.171 -0.663 -0.251  -0.511
C 0.332 0.174 0.757  -0.226
C -0.351 1.341 0.085  -0.395
C -0.989 -0.025 0.048  -0.355
H 2.040 -1.205 0.252  0.238
H 1.650 -0.078 -1.055  0.212
H 0.438 -0.113 1.806  0.232
H 0.203 1.738 -0.764  0.220
H -1.003 2.123 0.521  0.241
H -1.897 -0.136 0.627  0.233

---

No. 2
The following is a DFT calculation (ωB97M-V/def2-TZVPD) of a single C5H6O molecule.

Computed properties:
LUMO (alpha / beta) in eV: -0.68 / -0.75
Energy above the lowest of the compared OMol25 structures with the same formula, charge and spin in eV: 4.053
SMILES: O[C@@H]1C=C=CC1
Multiplicity: 1
Calculated total energy in eV: -7325.2314
Kohn-Sham gap (alpha / beta) in Ha: 0.2999 / 0.2810

Last column: natural (NBO) charge in e.
Geometry (Å):
O 0.917 -0.303 1.678  -0.691
C 0.234 0.515 0.771  0.070
C -1.258 0.244 0.554  -0.117
C -1.424 -0.775 -0.302  -0.112
C -0.330 -0.863 -1.097  -0.195
C 0.646 0.259 -0.742  -0.469
H 0.747 -1.219 1.415  0.470
H 0.413 1.543 1.100  0.189
H -1.999 1.031 0.665  0.211
H -0.134 -1.597 -1.873  0.209
H 1.700 -0.020 -0.859  0.215
H 0.488 1.186 -1.310  0.220

---

No. 3
The following is a DFT calculation (ωB97M-V/def2-TZVPD) of a single C5H6O molecule at a distorted geometry.

Computed properties:
LUMO in eV: 0.83
Energy above the lowest of the compared OMol25 structures with the same formula, charge and spin in eV: 2.453
SMILES: C#CCCC=O
Multiplicity: 1
Calculated total energy in eV: -7326.8316
Kohn-Sham gap in Ha: 0.3940

Last column: natural (NBO) charge in e.
Geometry (Å):
C 2.797 0.033 -0.119  -0.271
C 1.659 0.349 -0.373  0.012
C 0.259 0.196 -0.700  -0.506
C -0.596 -0.112 0.556  -0.501
C -2.076 -0.227 0.282  0.444
O -2.585 0.017 -0.785  -0.520
H 3.727 0.243 0.334  0.232
H 0.515 -0.585 -1.432  0.267
H -0.237 0.949 -1.316  0.255
H -0.259 -1.012 1.084  0.238
H -0.499 0.687 1.320  0.240
H -2.704 -0.539 1.147  0.111

---

No. 4
The following is a DFT calculation (ωB97M-V/def2-TZVPD) of a single C5H6O molecule.

Computed properties:
LUMO in eV: 0.65
Energy above the lowest of the compared OMol25 structures with the same formula, charge and spin in eV: 2.545
SMILES: C=C=CC(C)=O
Multiplicity: 1
Calculated total energy in eV: -7326.7395
Kohn-Sham gap in Ha: 0.3695

Last column: natural (NBO) charge in e.
Geometry (Å):
C 0.722 -0.900 -1.462  -0.446
C 1.355 -0.458 -0.397  0.097
C 1.226 -0.042 0.831  -0.395
C -0.314 -0.216 0.882  0.602
C -1.085 0.964 0.328  -0.720
O -0.827 -1.239 1.263  -0.544
H 0.410 -0.229 -2.255  0.222
H 0.416 -1.942 -1.502  0.232
H 1.924 0.254 1.613  0.252
H -2.008 0.669 -0.178  0.235
H -0.474 1.584 -0.333  0.225
H -1.345 1.555 1.210  0.241

---

No. 5
The following is a DFT calculation (ωB97M-V/def2-TZVPD) of a single C5H6O molecule at a distorted geometry.

Computed properties:
LUMO in eV: 0.99
Energy above the lowest of the compared OMol25 structures with the same formula, charge and spin in eV: 1.949
SMILES: Cc1ccoc1
Multiplicity: 1
Calculated total energy in eV: -7327.3353
Kohn-Sham gap in Ha: 0.3390

Last column: natural (NBO) charge in e.
Geometry (Å):
C -1.778 -0.083 -0.021  -0.637
C -0.288 0.068 -0.117  -0.052
C 0.702 -0.959 -0.252  -0.335
C 1.900 -0.306 -0.169  0.129
O 1.749 1.009 -0.252  -0.416
C 0.410 1.252 -0.021  -0.014
H -2.237 0.474 -0.843  0.232
H -2.162 0.340 0.914  0.224
H -2.107 -1.126 -0.086  0.219
H 0.554 -2.028 -0.350  0.231
H 2.822 -0.526 0.345  0.206
H 0.436 1.886 0.853  0.212

---

No. 6
The following is a DFT calculation (ωB97M-V/def2-TZVPD) of a 2-piece molecular cluster, C5H6O overall at a distorted geometry.

Computed properties:
LUMO (alpha / beta) in eV: -0.64 / -0.81
Energy above the lowest of the compared OMol25 structures with the same formula, charge and spin in eV: 5.718
Multiplicity: 1
Calculated total energy in eV: -7323.5664
Kohn-Sham gap (alpha / beta) in Ha: 0.2293 / 0.2202

Last column: natural (NBO) charge in e.
Geometry (Å):
C -0.969 -1.532 0.043  -0.746
C 0.316 -0.896 0.455  0.909
O 1.234 -1.160 1.091  -0.395
C 1.576 1.319 -0.317  -0.638
C 0.225 1.352 -0.242  -0.051
C -1.022 1.202 -0.063  -0.554
H -0.848 -2.609 0.220  0.241
H -1.225 -1.292 -0.986  0.290
H -1.733 -1.101 0.686  0.302
H 2.111 1.180 -1.249  0.213
H 2.159 1.616 0.555  0.211
H -1.824 1.922 -0.194  0.218

---

No. 7
The following is a DFT calculation (ωB97M-V/def2-TZVPD) of a single C5H6O molecule at a distorted geometry.

Computed properties:
LUMO in eV: 0.82
Energy above the lowest of the compared OMol25 structures with the same formula, charge and spin in eV: 3.260
SMILES: CCc1cc1=O
Multiplicity: 1
Calculated total energy in eV: -7326.0244
Kohn-Sham gap in Ha: 0.3387

Last column: natural (NBO) charge in e.
Geometry (Å):
C 0.820 -0.751 -1.191  -0.594
C 0.608 0.633 -0.564  -0.452
C -0.469 0.535 0.431  0.010
C -1.623 0.917 1.010  -0.264
C -0.818 -0.203 1.529  0.491
O -0.683 -1.067 2.370  -0.601
H 1.038 -1.502 -0.423  0.225
H -0.071 -1.081 -1.736  0.211
H 1.659 -0.717 -1.889  0.217
H 0.443 1.413 -1.306  0.221
H 1.495 0.894 0.029  0.238
H -2.397 0.929 1.739  0.298

---

No. 8
The following is a DFT calculation (ωB97M-V/def2-TZVPD) of a single C5H6O molecule at a distorted geometry.

Computed properties:
LUMO in eV: 1.02
Energy above the lowest of the compared OMol25 structures with the same formula, charge and spin in eV: 2.740
SMILES: CC#C[C@H]1CO1
Multiplicity: 1
Calculated total energy in eV: -7326.5445
Kohn-Sham gap in Ha: 0.3834

Last column: natural (NBO) charge in e.
Geometry (Å):
C 1.457 -2.056 -0.611  -0.686
C 0.454 -1.111 -0.185  0.039
C -0.414 -0.357 0.176  -0.069
C -1.199 0.822 0.420  -0.017
C -0.684 1.832 1.360  -0.093
O -0.573 2.007 -0.045  -0.469
H 1.700 -1.879 -1.663  0.239
H 2.352 -1.942 0.005  0.237
H 1.039 -3.056 -0.491  0.240
H -2.269 0.736 0.224  0.205
H 0.252 1.654 1.899  0.192
H -1.410 2.478 1.845  0.183

---

No. 9
The following is a DFT calculation (ωB97M-V/def2-TZVPD) of C5H6O as an isolated structure.

Computed properties:
LUMO (alpha / beta) in eV: 0.88 / 0.88
Energy above the lowest of the compared OMol25 structures with the same formula, charge and spin in eV: 7.348
Multiplicity: 1
Calculated total energy in eV: -7321.9367
Kohn-Sham gap (alpha / beta) in Ha: 0.2636 / 0.2636

Last column: natural (NBO) charge in e.
Geometry (Å):
C 1.458 -0.507 0.046  -0.621
C -0.454 -0.549 0.517  -0.087
C -0.364 0.975 0.477  0.056
O -1.575 1.153 -0.225  -0.506
C -1.378 -0.252 -0.544  -0.145
C 0.543 0.405 -0.559  -0.025
H 2.030 -1.202 -0.560  0.218
H 1.836 -0.271 1.037  0.215
H -0.403 -1.336 1.275  0.227
H -0.075 1.668 1.264  0.218
H -2.101 -0.806 -1.126  0.207
H 0.482 0.720 -1.601  0.242

---

No. 10
The following is a DFT calculation (ωB97M-V/def2-TZVPD) of a single C5H6O molecule.

Computed properties:
LUMO in eV: -0.49
Energy above the lowest of the compared OMol25 structures with the same formula, charge and spin in eV: 4.276
SMILES: CC1=C=COC1
Multiplicity: 1
Calculated total energy in eV: -7325.0087
Kohn-Sham gap in Ha: 0.2893

Last column: natural (NBO) charge in e.
Geometry (Å):
C -1.365 -0.931 -0.154  -0.683
C -0.149 -0.159 -0.524  0.205
C 1.057 -0.769 -0.738  -0.318
C 1.779 -0.140 0.222  0.137
O 1.106 0.856 0.955  -0.517
C 0.061 1.231 0.007  -0.157
H -1.040 -1.930 0.159  0.247
H -2.048 -1.034 -0.998  0.249
H -1.892 -0.442 0.676  0.223
H 2.778 -0.316 0.608  0.199
H -0.807 1.695 0.486  0.201
H 0.519 1.938 -0.697  0.214

---

No. 11
The following is a DFT calculation (ωB97M-V/def2-TZVPD) of a single C5H6O molecule.

Computed properties:
LUMO in eV: 0.58
Energy above the lowest of the compared OMol25 structures with the same formula, charge and spin in eV: 2.284
SMILES: CCC#CC=O
Multiplicity: 1
Calculated total energy in eV: -7327.0008
Kohn-Sham gap in Ha: 0.3897

Last column: natural (NBO) charge in e.
Geometry (Å):
C -1.794 0.315 -0.302  -0.589
C -0.850 -0.863 -0.049  -0.506
C 0.532 -0.496 -0.213  0.161
C 1.665 -0.116 -0.407  -0.203
C 2.627 0.596 0.407  0.379
O 2.358 1.641 0.952  -0.507
H -1.752 1.063 0.496  0.220
H -1.533 0.811 -1.240  0.218
H -2.815 -0.064 -0.374  0.212
H -1.014 -1.658 -0.778  0.244
H -0.998 -1.293 0.950  0.245
H 3.574 0.064 0.558  0.128

---

No. 12
The following is a DFT calculation (ωB97M-V/def2-TZVPD) of a single C5H6O molecule at a distorted geometry.

Computed properties:
LUMO in eV: 0.89
Energy above the lowest of the compared OMol25 structures with the same formula, charge and spin in eV: 2.190
SMILES: C#CCC(C)=O
Multiplicity: 1
Calculated total energy in eV: -7327.0950
Kohn-Sham gap in Ha: 0.3842

Last column: natural (NBO) charge in e.
Geometry (Å):
C 1.997 -0.076 1.112  -0.235
C 1.531 -0.233 0.013  -0.004
C 0.562 -0.744 -0.938  -0.575
C -0.793 -0.437 -0.208  0.611
C -1.414 0.967 0.002  -0.724
O -1.356 -1.352 0.339  -0.532
H 2.560 0.064 1.995  0.236
H 0.603 -0.379 -1.972  0.243
H 0.875 -1.805 -0.896  0.267
H -2.483 0.785 0.181  0.244
H -1.290 1.687 -0.813  0.221
H -1.059 1.423 0.939  0.248